Record 1
Molecular formula: C34H40AgGeNSeSi
Method: DFT, ωB97M-V with the def2-TZVPD basis set

Its maximum force is 0.75 eV Å⁻¹. Its gap between HOMO and LUMO (spin up / spin down) is 6.12 / 5.97 eV. The value obtained for the molar mass is 750.23 Da.

```
! RIJCOSX wB97M-V def2-TZVPD def2/J DEFGRID3
* xyz -1 2
Ag -0.24751 -0.59574 0.52108
C 2.48246 -2.08803 -1.59493
Si 1.66101 -2.19252 0.08521
C 3.07448 -2.43652 1.28246
C 0.70525 -3.82312 0.12533
C -0.34927 -4.01444 1.03102
C -1.03828 -5.22170 1.09809
C -0.70596 -6.26219 0.23732
C 0.32158 -6.08965 -0.68353
C 1.01885 -4.88566 -0.73165
H 3.22723 -2.88968 -1.69300
H 3.00858 -1.12946 -1.70545
H 1.75604 -2.17082 -2.41353
H 3.51977 -3.41965 1.08389
H 2.75422 -2.39737 2.32651
H 3.84271 -1.66470 1.13706
H -0.64147 -3.20781 1.69546
H -1.84922 -5.33631 1.80686
H -1.25132 -7.20027 0.27675
H 0.58196 -6.89428 -1.36264
H 1.81941 -4.77289 -1.45871
C -3.87193 -4.13854 5.98731
C -2.97760 -3.16667 5.25762
C -1.64130 -3.43932 5.04066
C -0.78957 -2.53848 4.39203
C 0.65658 -2.93775 4.24976
C -1.29545 -1.31076 3.93736
Se -0.18542 -0.00394 3.05875
C -2.65880 -1.01243 4.16686
C -3.26056 0.30598 3.75454
C -3.46560 -1.94071 4.81469
H -3.35571 -5.08163 6.17831
H -4.77494 -4.35837 5.41120
H -4.19244 -3.73244 6.95072
H -1.22817 -4.38457 5.39140
H 1.05376 -3.26204 5.21583
H 1.25255 -2.10541 3.89001
H 0.77207 -3.76982 3.55081
H -3.11782 0.48557 2.68969
H -2.77339 1.13364 4.27587
H -4.33181 0.32112 3.97831
H -4.51433 -1.69889 4.97161
C -1.18737 -2.35011 -2.81814
Ge -1.84841 -1.11638 -1.40886
C -2.74496 0.24823 -2.54834
C -2.42194 1.60762 -2.48522
C -3.03232 2.54350 -3.32147
C -3.98873 2.13038 -4.24121
C -4.33300 0.78242 -4.31287
C -3.71724 -0.14262 -3.47554
C -3.39983 -2.15196 -0.67917
C -3.43614 -3.51188 -0.86661
C -4.40631 -4.33723 -0.23574
C -5.33295 -3.79499 0.60009
C -5.35593 -2.39187 0.82673
C -6.32935 -1.80315 1.67686
C -6.38245 -0.45102 1.85613
C -5.44638 0.38196 1.19798
C -4.48132 -0.16284 0.39908
C -4.40002 -1.56910 0.18047
H -2.01153 -2.75710 -3.41892
H -0.62355 -3.18242 -2.38130
H -0.51459 -1.79988 -3.48780
H -1.69077 1.94725 -1.75463
H -2.76494 3.59192 -3.25069
H -4.47046 2.85292 -4.89110
H -5.08534 0.45395 -5.02216
H -4.00550 -1.18985 -3.53644
H -2.69483 -3.98798 -1.50225
H -4.39607 -5.40678 -0.41724
H -6.06884 -4.41829 1.09647
H -7.03397 -2.45271 2.18601
H -7.13282 -0.01456 2.50603
H -5.48493 1.45510 1.34387
H -3.76130 0.48402 -0.08597
N 0.99330 1.37890 -1.14377
H 0.49265 1.18557 -2.00313
H 1.97465 1.17889 -1.30080
H 0.90576 2.36923 -0.94148
*
```


Record 2
Molecular formula: C4H11N3O2
Method: DFT, ωB97M-V with the def2-TZVPD basis set

Its maximum force is 2.11 eV Å⁻¹. Its gap between HOMO and LUMO is 9.98 eV. As for the energy relative to the best compared isomer or geometry (same formula, charge and spin): 12.74 kcal per mole. The value obtained for the molar mass is 133.15 Da.

```
! RIJCOSX wB97M-V def2-TZVPD def2/J DEFGRID3
* xyz 0 1
C 0.59353 -2.77007 -1.88103
C 0.70209 -0.62443 -0.78368
N 0.19175 -1.06264 0.30480
N 1.00038 -1.39039 -1.85393
N 1.07884 0.66430 -0.87669
H -0.19435 -0.23037 1.23448
H 0.18903 -2.03408 0.53290
H 1.62794 -1.00440 -2.55406
H 1.39743 0.94043 -1.76928
H 0.88783 1.27200 -0.10847
H -0.48004 -2.88583 -1.93670
H 0.83933 -3.25077 -0.95140
H 1.11800 -3.33136 -2.64304
C -1.71691 2.68451 2.13223
C -0.68855 1.69986 1.60190
O -0.97600 0.47339 1.75879
O 0.37854 2.11100 1.14420
H -1.46592 2.77087 3.17523
H -2.72478 2.35743 1.87524
H -1.75813 3.61058 1.59851
*
```


Record 3
Molecular formula: C2H2N2O4
Method: DFT, ωB97M-V with the def2-TZVPD basis set

Its maximum force is 4.95 eV Å⁻¹. Its gap between HOMO and LUMO is 9.80 eV. As for the energy relative to the best compared isomer or geometry (same formula, charge and spin): 107.37 kcal per mole. The value obtained for the molar mass is 118.05 Da. As for the SMILES: O=c1o[nH]o/c1=N/O.

```
! RIJCOSX wB97M-V def2-TZVPD def2/J DEFGRID3
* xyz 0 1
O -0.68433 1.85406 -0.14642
C 0.04037 0.91156 -0.08807
O 1.36860 0.94826 -0.03978
N 1.73384 -0.46707 0.52743
O 0.83347 -1.28714 -0.36382
C -0.26773 -0.63854 -0.19344
N -1.42599 -1.20604 -0.05859
O -2.37510 -0.18203 0.26056
H 2.68270 -0.57865 -0.00342
H -1.90584 0.64560 0.10554
*
```


Record 4
Molecular formula: CH3FIP
Method: DFT, ωB97M-V with the def2-TZVPD basis set

Its maximum force is 1.77 eV Å⁻¹. Its gap between HOMO and LUMO (spin up / spin down) is 7.58 / 8.01 eV. As for the energy relative to the best compared isomer or geometry (same formula, charge and spin): 73.76 kcal per mole. The value obtained for the molar mass is 191.91 Da.

```
! RIJCOSX wB97M-V def2-TZVPD def2/J DEFGRID3
* xyz 0 1
C 0.71986 0.58843 -0.34562
F -1.89497 -2.07197 -0.77079
P -1.89925 -1.18805 0.60611
I 2.41872 -0.50571 0.03531
H -0.02148 -0.01409 -0.89060
H 0.82852 1.62471 -0.59343
H -0.59907 -1.76904 1.17917
*
```


Please write out number 4 again, unchanged.
Molecular formula: CH3FIP
Method: DFT, ωB97M-V with the def2-TZVPD basis set

Its maximum force is 1.77 eV Å⁻¹. Its gap between HOMO and LUMO (spin up / spin down) is 7.58 / 8.01 eV. As for the energy relative to the best compared isomer or geometry (same formula, charge and spin): 73.76 kcal per mole. The value obtained for the molar mass is 191.91 Da.

```
! RIJCOSX wB97M-V def2-TZVPD def2/J DEFGRID3
* xyz 0 1
C 0.71986 0.58843 -0.34562
F -1.89497 -2.07197 -0.77079
P -1.89925 -1.18805 0.60611
I 2.41872 -0.50571 0.03531
H -0.02148 -0.01409 -0.89060
H 0.82852 1.62471 -0.59343
H -0.59907 -1.76904 1.17917
*
```


Repeat the second record exactly.
Molecular formula: C4H11N3O2
Method: DFT, ωB97M-V with the def2-TZVPD basis set

Its maximum force is 2.11 eV Å⁻¹. Its gap between HOMO and LUMO is 9.98 eV. As for the energy relative to the best compared isomer or geometry (same formula, charge and spin): 12.74 kcal per mole. The value obtained for the molar mass is 133.15 Da.

```
! RIJCOSX wB97M-V def2-TZVPD def2/J DEFGRID3
* xyz 0 1
C 0.59353 -2.77007 -1.88103
C 0.70209 -0.62443 -0.78368
N 0.19175 -1.06264 0.30480
N 1.00038 -1.39039 -1.85393
N 1.07884 0.66430 -0.87669
H -0.19435 -0.23037 1.23448
H 0.18903 -2.03408 0.53290
H 1.62794 -1.00440 -2.55406
H 1.39743 0.94043 -1.76928
H 0.88783 1.27200 -0.10847
H -0.48004 -2.88583 -1.93670
H 0.83933 -3.25077 -0.95140
H 1.11800 -3.33136 -2.64304
C -1.71691 2.68451 2.13223
C -0.68855 1.69986 1.60190
O -0.97600 0.47339 1.75879
O 0.37854 2.11100 1.14420
H -1.46592 2.77087 3.17523
H -2.72478 2.35743 1.87524
H -1.75813 3.61058 1.59851
*
```